Below is 4 unconnected molecules or ions with the total composition C37H58Cl6N3O7P2 at a distorted geometry, with properties calculated with ωB97M-V/def2-TZVPD.

Each atom is followed by the atoms it is bonded to, with distances in Å.
Cartesian coordinates (Å):
1 C 2.02297 -3.89777 -3.80152  C2 1.606, H44 1.150, H45 1.139, H46 1.159
2 C 2.96686 -3.15426 -2.73639  C1 1.606, C3 1.592, H47 1.161, H48 1.141
3 C 2.39611 -3.00665 -1.25748  C2 1.592, C4 1.602, H49 1.158, H50 1.153
4 C 1.31655 -1.85877 -0.96772  C3 1.602, C5 1.601, C10 1.646, C32 1.640
5 C 1.05524 -0.81645 -2.15501  C4 1.601, C6 1.602, H51 1.159, H52 1.142
6 C 2.26313 0.17182 -2.51596  C5 1.602, O7 1.466, H53 1.161, H54 1.141
7 O 1.86879 1.57896 -2.63661  C6 1.466, C8 1.447
8 C 2.97374 2.16444 -3.36553  O7 1.447, O9 1.259, H55 1.151
9 O 3.95552 2.69784 -2.78633  C8 1.259
10 C -0.13786 -2.62805 -0.92093  C4 1.646, C11 1.586, N16 1.347
11 C -0.73712 -3.79380 -1.81302  C10 1.586, C12 1.615, H56 1.160, H57 1.138
12 C -1.52564 -3.10371 -3.04254  C11 1.615, C13 1.616, H58 1.139, H59 1.160
13 C -3.03776 -3.64219 -3.22816  C12 1.616, C14 1.628, H60 1.141, H61 1.140
14 C -3.82613 -2.48969 -4.06554  C13 1.628, N15 1.494, H62 1.154, H63 1.147
15 N -4.60803 -1.55683 -3.19953  C14 1.494, H64 1.029, H65 1.028
16 N -0.94342 -2.16474 0.05451  C10 1.347, C17 1.493, H66 1.030
17 C -0.39024 -1.03546 0.85875  N16 1.493, O18 1.456, P27 1.901, C32 1.633
18 O -0.95564 0.11616 0.16981  C17 1.456, C19 1.408
19 C -2.32302 0.36666 0.39326  O18 1.408, O20 1.255, C21 1.610
20 O -3.30639 -0.36786 0.13379  C19 1.255
21 C -2.68834 1.82483 0.97017  C19 1.610, C22 1.562, C26 1.548
22 C -4.15409 2.08543 1.44311  C21 1.562, C23 1.543, H67 1.152
23 C -4.66550 3.44038 1.97450  C22 1.543, C24 1.560, H68 1.141
24 C -3.67441 4.64330 2.03226  C23 1.560, C25 1.546, H69 1.137
25 C -2.21660 4.37978 1.59065  C24 1.546, C26 1.569, H70 1.150
26 C -1.68890 3.00438 1.04932  C21 1.548, C25 1.569, H71 1.136
27 P -0.94600 -0.73955 2.65252  C17 1.901, P28 2.195, H72 1.455
28 P -2.85552 -1.72361 3.10246  P27 2.195, O29 1.529, O30 1.731, O31 1.722
29 O -3.30783 -2.76085 2.07485  P28 1.529
30 O -2.69795 -2.57480 4.60169  P28 1.731, H73 0.989
31 O -4.06726 -0.54106 3.41664  P28 1.722, H74 0.987
32 C 1.18981 -1.34527 0.58473  C4 1.640, C17 1.633, C33 1.640, C36 1.643
33 C 2.22727 -0.09169 0.78722  C32 1.640, N34 1.467, H75 1.163, H76 1.159
34 N 1.71699 1.23022 0.40573  C33 1.467, C35 1.499, H77 1.038
35 C 2.76695 2.29403 0.52155  N34 1.499, H78 1.155, H79 1.142, H80 1.156
36 C 1.90464 -2.32135 1.69569  C32 1.643, C37 1.576, H81 1.157, H82 1.158
37 C 1.38904 -3.80930 1.76662  C36 1.576, C38 1.553, C42 1.583
38 C -0.03196 -4.32064 2.12828  C37 1.553, C39 1.550, H83 1.136
39 C -0.46808 -5.80547 2.21519  C38 1.550, C40 1.557, H84 1.142
40 C 0.57278 -6.93014 1.93779  C39 1.557, C41 1.552, H85 1.140
41 C 2.01163 -6.46861 1.58457  C40 1.552, C42 1.575, H86 1.153
42 C 2.44654 -4.95684 1.49844  C37 1.583, C41 1.575, C43 1.597
43 C 3.98901 -4.71534 1.16450  C42 1.597, H87 1.157, H88 1.156, H89 1.139
44 H 1.71172 -4.92609 -3.39212  C1 1.150
45 H 1.15904 -3.27614 -4.20630  C1 1.139
46 H 2.69537 -4.13290 -4.71525  C1 1.159
47 H 3.90389 -3.83333 -2.64519  C2 1.161
48 H 3.34924 -2.20166 -3.23415  C2 1.141
49 H 3.31269 -2.77458 -0.58974  C3 1.158
50 H 1.90282 -4.01066 -0.97764  C3 1.153
51 H 0.86765 -1.45005 -3.10715  C5 1.159
52 H 0.11855 -0.17113 -2.05549  C5 1.142
53 H 2.66812 -0.12572 -3.56300  C6 1.161
54 H 3.16225 0.12982 -1.81525  C6 1.141
55 H 3.04003 2.12030 -4.51391  C8 1.151
56 H -1.55224 -4.32552 -1.18198  C11 1.160
57 H -0.00620 -4.61478 -2.10853  C11 1.138
58 H -0.98967 -3.15211 -4.04648  C12 1.139
59 H -1.62806 -1.97990 -2.77220  C12 1.160
60 H -3.00602 -4.55922 -3.90647  C13 1.141
61 H -3.56967 -3.80898 -2.23329  C13 1.140
62 H -4.58193 -2.96955 -4.79298  C14 1.154
63 H -3.10475 -1.87553 -4.71262  C14 1.147
64 H -4.05420 -0.74686 -2.89043  N15 1.029
65 H -5.02595 -2.05634 -2.40476  N15 1.028
66 H -1.85874 -2.63720 0.03470  N16 1.030
67 H -4.88334 1.19538 1.38306  C22 1.152
68 H -5.76108 3.49781 2.28912  C23 1.141
69 H -4.08626 5.63815 2.39725  C24 1.137
70 H -1.47838 5.26095 1.62645  C25 1.150
71 H -0.61805 2.84035 0.70695  C26 1.136
72 H -0.05751 -1.40184 3.59572  P27 1.455
73 H -2.32652 -1.92857 5.25185  O30 0.989
74 H -4.95478 -0.94386 3.26054  O31 0.987
75 H 2.53674 -0.03703 1.90721  C33 1.163
76 H 3.19612 -0.42194 0.24464  C33 1.159
77 H 0.95806 1.53937 1.04275  N34 1.038
78 H 2.36144 3.12197 1.21751  C35 1.155
79 H 2.95601 2.79516 -0.48653  C35 1.142
80 H 3.75380 1.86837 0.94670  C35 1.156
81 H 3.03156 -2.23371 1.45041  C36 1.157
82 H 1.83345 -1.86997 2.75966  C36 1.158
83 H -0.83022 -3.54093 2.34192  C38 1.136
84 H -1.53033 -6.10500 2.50990  C39 1.142
85 H 0.29435 -8.03218 2.02492  C40 1.140
86 H 2.77629 -7.30959 1.38974  C41 1.153
87 H 4.08853 -4.72025 0.01193  C43 1.157
88 H 4.56612 -5.65464 1.51326  C43 1.156
89 H 4.44025 -3.77090 1.61403  C43 1.139
90 Cl -0.79881 8.88561 2.77797  C91 1.782
91 C 0.29533 8.17169 3.98980  Cl90 1.782, C92 1.515, H94 1.091, H95 1.092
92 C 1.37484 7.31937 3.35435  C91 1.515, Cl93 1.783, H96 1.093, H97 1.092
93 Cl 0.71427 5.82895 2.63223  C92 1.783
94 H -0.30797 7.59656 4.69422  C91 1.091
95 H 0.75193 9.00275 4.53147  C91 1.092
96 H 2.09860 7.00996 4.11276  C92 1.093
97 H 1.91105 7.86404 2.57472  C92 1.092
98 Cl 6.09421 8.02934 2.47807  C99 1.781
99 C 6.49775 6.79792 3.69990  Cl98 1.781, C100 1.515, H102 1.091, H103 1.092
100 C 5.27758 6.02165 4.15282  C99 1.515, Cl101 1.782, H104 1.092, H105 1.092
101 Cl 4.15576 7.02855 5.10262  C100 1.782
102 H 6.98928 7.29765 4.53617  C99 1.091
103 H 7.21750 6.11875 3.23811  C99 1.092
104 H 5.58213 5.19455 4.79717  C100 1.092
105 H 4.72666 5.60838 3.30539  C100 1.092
106 Cl -5.90712 4.12741 -4.54778  C107 1.781
107 C -6.20035 2.38612 -4.31213  Cl106 1.781, C108 1.516, H110 1.091, H111 1.092
108 C -5.54169 1.54426 -5.38653  C107 1.516, Cl109 1.781, H112 1.092, H113 1.092
109 Cl -6.31140 1.76237 -6.97775  C108 1.781
110 H -7.27904 2.22485 -4.28070  C107 1.091
111 H -5.78835 2.12633 -3.33444  C107 1.092
112 H -5.63162 0.48528 -5.13465  C108 1.092
113 H -4.48066 1.78118 -5.48892  C108 1.092

F_max = 5.29 eV/Å
Charge = +1
M = 931.55 u
Orbital gap = 7.69 eV
Electronic energy = -5578.8214 hartree

***

Below is 8 unconnected molecules or ions with the total composition C37H59BrF2N3O10PS at a distorted geometry, with properties calculated with ωB97M-V/def2-TZVPD.

Each atom is followed by the atoms it is bonded to, with distances in Å.
Cartesian coordinates (Å):
1 C -4.35182 2.89833 -4.03631  C2 1.603, H28 1.135, H29 1.132, H30 1.125
2 C -3.11389 2.12282 -3.37619  C1 1.603, C3 1.600, H31 1.120, H32 1.122
3 C -3.71162 0.88271 -2.56070  C2 1.600, F4 1.438, C5 1.574, H33 1.133
4 F -4.01518 1.29186 -1.21616  C3 1.438
5 C -2.78668 -0.39010 -2.60282  C3 1.574, C6 1.538, C26 1.473
6 C -3.06053 -1.40025 -3.72969  C5 1.538, P7 1.878, C11 1.471
7 P -4.38574 -1.10177 -5.02671  C6 1.878, O8 1.488, O9 1.694, O10 1.662
8 O -5.75131 -1.04253 -4.43892  P7 1.488
9 O -3.93646 0.36129 -5.75250  P7 1.694, H34 0.985
10 O -4.35978 -2.22745 -6.24934  P7 1.662, H35 0.982
11 C -2.22451 -2.61085 -3.73252  C6 1.471, N12 1.476, C15 1.513
12 N -2.44820 -3.65220 -4.75389  C11 1.476, C13 1.241
13 C -3.08966 -4.59943 -4.27275  N12 1.241, S14 1.602
14 S -4.05147 -5.78722 -3.79139  C13 1.602
15 C -1.13927 -2.86823 -2.70947  C11 1.513, N16 1.396, C25 1.473
16 N -0.45635 -4.08051 -2.82112  C15 1.396, C17 1.338
17 C 0.46249 -4.23394 -1.86010  N16 1.338, F18 1.379, C19 1.500
18 F 1.19026 -5.40508 -1.89174  C17 1.379
19 C 0.75552 -3.20593 -0.80850  C17 1.500, C20 1.582, N24 1.358
20 C 1.87915 -3.54604 0.25210  C19 1.582, Br21 1.996, C22 1.577, H36 1.120
21 Br 1.28241 -5.16876 1.25019  C20 1.996
22 C 3.29046 -3.69145 -0.43728  C20 1.577, C23 1.599, H37 1.122, H38 1.134
23 C 4.28302 -4.43001 0.57530  C22 1.599, H39 1.127, H40 1.118, H41 1.121
24 N 0.11870 -2.01632 -0.65865  C19 1.358, C25 1.397
25 C -0.85345 -1.88257 -1.65230  C15 1.473, N24 1.397, C26 1.524
26 C -1.70952 -0.62248 -1.62487  C5 1.473, C25 1.524, C27 1.579
27 C -1.38573 0.43238 -0.49530  C26 1.579, H42 1.122, H43 1.132, H44 1.123
28 H -3.99686 3.52255 -4.91469  C1 1.135
29 H -5.10726 2.18152 -4.48024  C1 1.132
30 H -4.91572 3.52063 -3.28751  C1 1.125
31 H -2.47251 1.70337 -4.19306  C2 1.120
32 H -2.59320 2.85794 -2.70807  C2 1.122
33 H -4.72787 0.69163 -3.02267  C3 1.133
34 H -3.04847 0.17517 -6.13560  O9 0.985
35 H -4.08026 -1.75927 -7.06571  O10 0.982
36 H 1.94635 -2.69548 0.97792  C20 1.120
37 H 3.28391 -4.31003 -1.37350  C22 1.122
38 H 3.74236 -2.68683 -0.70854  C22 1.134
39 H 4.08669 -5.53435 0.46297  C23 1.127
40 H 5.36172 -4.23967 0.34950  C23 1.118
41 H 3.97236 -4.15186 1.61578  C23 1.121
42 H -1.96501 0.24982 0.44838  C27 1.122
43 H -0.29285 0.37677 -0.20523  C27 1.132
44 H -1.55298 1.48831 -0.83930  C27 1.123
45 C 3.08682 -9.44715 0.80427  C46 1.507, H49 1.091, H50 1.092, H51 1.092
46 C 3.63382 -8.48487 1.82764  C45 1.507, O47 1.214, C48 1.506
47 O 4.27210 -7.50732 1.49554  C46 1.214
48 C 3.35805 -8.78308 3.27759  C46 1.506, H52 1.091, H53 1.092, H54 1.088
49 H 3.36155 -9.10681 -0.19498  C45 1.091
50 H 3.50987 -10.44081 0.96446  C45 1.092
51 H 1.99794 -9.48525 0.87397  C45 1.092
52 H 3.79316 -9.74658 3.54901  C48 1.091
53 H 2.28119 -8.79142 3.45769  C48 1.092
54 H 3.80904 -8.01072 3.89688  C48 1.088
55 C -2.40918 3.16567 2.60832  C56 1.507, H59 1.092, H60 1.092, H61 1.092
56 C -1.92979 3.70801 1.28653  C55 1.507, O57 1.216, C58 1.503
57 O -0.98536 3.21134 0.70437  C56 1.216
58 C -2.66500 4.88707 0.71420  C56 1.503, H62 1.091, H63 1.093, H64 1.087
59 H -1.78698 2.31721 2.89878  C55 1.092
60 H -2.33115 3.93762 3.37626  C55 1.092
61 H -3.44326 2.82735 2.51804  C55 1.092
62 H -2.59716 5.73417 1.39855  C58 1.091
63 H -3.71098 4.62402 0.53986  C58 1.093
64 H -2.21298 5.16726 -0.23432  C58 1.087
65 C -4.33480 8.57221 -2.23570  C66 1.508, H69 1.091, H70 1.092, H71 1.092
66 C -3.42020 7.37478 -2.28390  C65 1.508, O67 1.212, C68 1.507
67 O -2.83298 6.98924 -1.29583  C66 1.212
68 C -3.26436 6.67458 -3.60950  C66 1.507, H72 1.092, H73 1.092, H74 1.091
69 H -4.35060 8.97411 -1.22191  C65 1.091
70 H -3.97037 9.34624 -2.91394  C65 1.092
71 H -5.34911 8.27720 -2.51151  C65 1.092
72 H -2.85249 7.36488 -4.34863  C68 1.092
73 H -4.23134 6.29537 -3.94627  C68 1.092
74 H -2.57872 5.83313 -3.49588  C68 1.091
75 C 4.48054 -6.24788 6.52137  C76 1.507, H79 1.091, H80 1.092, H81 1.092
76 C 3.50626 -7.34644 6.86148  C75 1.507, O77 1.213, C78 1.507
77 O 3.49336 -8.39081 6.24495  C76 1.213
78 C 2.54886 -7.09517 7.99798  C76 1.507, H82 1.092, H83 1.092, H84 1.091
79 H 5.10633 -6.56495 5.68626  C75 1.091
80 H 3.93798 -5.34648 6.22975  C75 1.092
81 H 5.12166 -6.04012 7.38032  C75 1.092
82 H 1.92112 -6.23110 7.77153  C78 1.092
83 H 3.10472 -6.92476 8.92202  C78 1.092
84 H 1.90845 -7.96785 8.13060  C78 1.091
85 C 1.51918 1.76634 -3.00538  C86 1.507, H89 1.091, H90 1.092, H91 1.092
86 C 0.89238 3.05901 -3.46104  C85 1.507, O87 1.212, C88 1.507
87 O -0.26684 3.31502 -3.21877  C86 1.212
88 C 1.76431 4.01947 -4.22899  C86 1.507, H92 1.092, H93 1.092, H94 1.091
89 H 0.77703 1.17515 -2.46647  C85 1.091
90 H 1.86283 1.19421 -3.86986  C85 1.092
91 H 2.35535 1.97434 -2.33488  C85 1.092
92 H 2.11879 3.54746 -5.14757  C88 1.092
93 H 2.61132 4.32712 -3.61281  C88 1.092
94 H 1.18309 4.90413 -4.49178  C88 1.091
95 C -2.03275 8.85529 3.60584  C96 1.507, H99 1.091, H100 1.092, H101 1.092
96 C -2.98450 7.74018 3.95375  C95 1.507, O97 1.213, C98 1.507
97 O -2.97688 6.69195 3.34388  C96 1.213
98 C -3.94587 7.97915 5.08925  C96 1.507, H102 1.092, H103 1.092, H104 1.091
99 H -1.40180 8.54480 2.77223  C95 1.091
100 H -2.59336 9.74378 3.30900  C95 1.092
101 H -1.39521 9.08130 4.46285  C95 1.092
102 H -4.59097 8.82897 4.85794  C98 1.092
103 H -3.39294 8.16644 6.01178  C98 1.092
104 H -4.56854 7.09463 5.22778  C98 1.091
105 C 7.09699 -0.54201 2.80029  C106 1.507, H109 1.090, H110 1.092, H111 1.092
106 C 6.15103 -1.03728 1.73650  C105 1.507, O107 1.212, C108 1.508
107 O 5.65768 -2.14318 1.79633  C106 1.212
108 C 5.84282 -0.10216 0.59495  C106 1.508, H112 1.092, H113 1.092, H114 1.091
109 H 7.22673 -1.31645 3.55696  C105 1.090
110 H 8.06970 -0.31754 2.35824  C105 1.092
111 H 6.68595 0.34949 3.27809  C105 1.092
112 H 6.76019 0.14166 0.05551  C108 1.092
113 H 5.37645 0.80875 0.97540  C108 1.092
114 H 5.15063 -0.58839 -0.09368  C108 1.091

F_max = 4.51 eV/Å
M = 886.83 u
Orbital gap = 7.78 eV
Electronic energy = -5875.1765 hartree